Molecular formula: C11H16O3
Method: DFT, wB97M-V/def2-TZVPD

```
30
Properties=species:S:1:pos:R:3
O 4.07607 -0.52633 0.28761
C 2.88340 0.24645 0.27670
O 2.88293 0.97414 1.38827
C 2.62347 1.09723 -0.93393
C 1.57375 0.73183 -1.64582
C 0.89364 -0.48501 -1.22248
C 0.26966 -0.36054 0.19862
C -0.81386 -1.41461 0.33753
C -2.21573 -1.07930 -0.24206
C -2.72852 0.21581 0.32927
C -1.67981 1.28319 0.13640
C -0.29971 0.97422 0.76628
C 1.60361 -0.83646 0.03771
O 1.93272 -2.20793 0.25112
H 4.70895 -0.03290 -0.23861
H 3.35815 0.48119 1.97281
H 3.29798 1.90500 -1.08409
H 1.14271 1.09106 -2.64486
H 0.48342 -1.00911 -1.97894
H -1.08522 -1.70098 1.42355
H -0.27981 -2.21305 -0.16377
H -2.83330 -1.89358 0.00309
H -2.08015 -0.87813 -1.37377
H -3.80949 0.48791 -0.13436
H -3.17872 0.16512 1.36576
H -1.55775 1.42684 -0.91478
H -1.97856 2.17078 0.66534
H 0.36299 1.79742 0.66243
H -0.41576 0.84208 1.87263
H 2.95566 -2.24583 0.10978
```

As for the HOMO energy: -8.6 eV. For the HOMO-LUMO gap, the calculation gives 9.2 eV. As for the SMILES: OC1(O)C=C[C@@H]2C3(CCCCC3)[C@@]21O. The net charge is 0. For the energy above the lowest of the compared OMol25 structures with the same formula, charge and spin, the calculation gives 82.0 kcal/mol.

Molecular formula: C11H16Si
Method: DFT, wB97M-V/def2-TZVPD

```
28
Properties=species:S:1:pos:R:3
C -3.66762 1.75818 0.10754
C -4.03924 0.42416 0.29101
C -2.32903 2.10145 -0.06923
C -3.07664 -0.49498 0.02290
C -1.34357 1.12424 -0.23067
C -1.77902 -0.18497 -0.33208
C 1.94127 0.31495 -1.26563
C 2.85369 0.50426 -0.36137
C 4.23420 1.21468 -0.58290
C 2.68538 0.07012 1.10589
C -0.40703 -2.97280 0.69222
Si -0.69302 -1.71384 -0.77604
H -4.51437 2.38102 0.22547
H -5.10838 0.35737 0.62257
H -1.93093 3.19399 -0.17631
H -3.47507 -1.45520 0.10941
H -0.33081 1.27726 -0.38477
H 1.85417 0.74811 -2.29722
H 4.08564 1.97553 -1.21130
H 4.47312 1.47972 0.45594
H 4.97345 0.32350 -0.94651
H 3.67584 -0.46537 1.31622
H 1.75108 -0.46315 1.12826
H 2.50925 0.92849 1.59031
H -0.62093 -4.07889 0.35450
H 0.65681 -3.10211 0.98395
H -0.96181 -2.65660 1.54310
H -1.41644 -2.58912 -1.91528
```

As for the HOMO energy (alpha / beta): -8.5 / -7.4 eV. For the HOMO-LUMO gap (alpha / beta), the calculation gives 8.2 / 7.3 eV. The net charge is 0. For the energy above the lowest of the compared OMol25 structures with the same formula, charge and spin, the calculation gives 155.2 kcal/mol.

Molecular formula: C11H17AsMoN3S6Sb
Method: DFT, wB97M-V/def2-TZVPD

```
40
Properties=species:S:1:pos:R:3
Mo -0.25320 -0.33733 -0.00158
C 0.09716 0.83449 5.58065
S 1.41225 0.89925 4.35104
C 0.50547 0.73274 2.88432
S 1.44517 0.77432 1.41670
N -0.78040 0.60233 2.92043
N -1.28518 0.50473 1.64304
C -2.50520 0.88226 1.47277
C -2.90772 1.06686 0.09913
C -4.13975 1.59212 -0.27787
C -4.35414 1.91225 -1.60139
C -3.33347 1.70266 -2.52349
C -2.15604 1.13251 -2.09394
N -1.93780 0.81384 -0.80997
H 0.59270 0.91396 6.54617
H -0.43836 -0.10820 5.51008
H -0.59216 1.66322 5.44416
H -3.12677 1.17159 2.31080
H -4.90008 1.75365 0.47364
H -5.30216 2.32659 -1.91645
H -3.45687 1.94756 -3.56809
H -1.36223 0.88788 -2.78572
S -1.66015 -5.00361 -0.98688
As -0.19477 -3.58114 -0.78932
S -0.73784 -1.64180 -1.88497
S -0.39477 -2.26777 1.09012
S 1.85271 -3.96273 -1.01521
C 2.45529 -1.50031 -3.21281
Sb 2.19549 -0.80948 -1.23260
C 2.81776 1.20715 -1.66141
C 3.83353 -1.40120 -0.03228
H 3.49829 -1.79379 -3.32948
H 2.21966 -0.68155 -3.89175
H 1.81265 -2.35523 -3.38729
H 3.75499 1.16098 -2.21754
H 2.96936 1.76928 -0.74205
H 2.07097 1.71439 -2.27241
H 4.48914 -2.03256 -0.62870
H 3.43920 -1.97547 0.80094
H 4.35726 -0.51443 0.31920
```

As for the HOMO energy (alpha / beta): -7.4 / -7.4 eV. For the HOMO-LUMO gap (alpha / beta), the calculation gives 5.6 / 5.6 eV. The net charge is 0. For the energy above the lowest of the compared OMol25 structures with the same formula, charge and spin, the calculation gives 0.0 kcal/mol.

Molecular formula: C11H17B2CrN7
Method: DFT, wB97M-V/def2-TZVPD

```
38
Properties=species:S:1:pos:R:3
H 0.81473 3.43726 0.89251
N 0.59269 1.89625 -0.53926
B 0.09957 0.50229 -2.59672
N 0.47152 1.85881 -1.91854
C 0.63681 3.10911 -2.39517
Cr 0.36292 0.30600 0.47230
H 0.61715 3.29104 -3.45773
C 0.82972 3.97208 -1.30703
H 0.99633 5.04186 -1.34073
C 0.77010 3.18675 -0.15690
H 0.02966 0.57645 -3.79406
C -2.52910 -2.45212 3.39240
H -2.00427 -3.07859 4.11555
H -1.79863 -1.79906 2.88728
H -3.04783 -3.05278 2.64006
N -1.27888 0.09787 -1.98226
N 1.09456 -0.61030 -2.12779
N -1.38364 -0.06079 -0.61217
N 1.26822 -0.81844 -0.76726
C -2.46137 -0.18633 -2.54798
C 1.77700 -1.55107 -2.79030
H -2.57807 -0.12376 -3.61487
H 1.79205 -1.54741 -3.87581
C -3.36608 -0.51321 -1.54417
C 2.40040 -2.40328 -1.86545
C -2.65611 -0.42521 -0.34029
C 2.03708 -1.92264 -0.60076
H -4.39836 -0.78491 -1.67805
H 3.02461 -3.24999 -2.07450
H -3.02703 -0.61684 0.65189
H 2.24078 -2.31330 0.38909
H -3.22425 -1.80782 3.89467
B 2.22616 0.35873 4.58105
C 1.49516 0.29228 3.26131
N 0.97674 0.26325 2.20312
H 1.64554 1.15851 5.28677
H 3.33419 0.73406 4.21962
H 2.21991 -0.76475 5.04018
```

Its expectation value of S² is 6.020. As for the HOMO energy (alpha / beta): -7.2 / -9.6 eV. As for the spin multiplicity: 5. For the HOMO-LUMO gap (alpha / beta), the calculation gives 7.5 / 9.9 eV. The net charge is 0. For the energy above the lowest of the compared OMol25 structures with the same formula, charge and spin, the calculation gives 0.0 kcal/mol.

Molecular formula: C11H17BN6O3STi
Method: DFT, wB97M-V/def2-TZVPD

```
40
Properties=species:S:1:pos:R:3
H 1.41207 3.96793 0.43728
N 0.89037 2.22643 -0.66042
B 0.26827 0.53938 -2.55822
N 0.67114 1.95475 -2.01250
C 0.89182 3.08742 -2.69889
Ti 0.82410 0.66313 0.59740
H 0.80044 3.09303 -3.77371
C 1.23059 4.11376 -1.81075
H 1.45526 5.13474 -2.05384
C 1.21914 3.54477 -0.53711
H 0.29186 0.54673 -3.76257
C -2.16678 -3.02297 2.66120
H -1.60452 -3.36247 3.54897
H -1.44246 -2.60332 1.94247
H -2.65110 -3.90221 2.20076
N -1.23117 0.14781 -2.15222
N 1.24706 -0.55545 -2.00957
N -1.48013 0.08636 -0.82075
N 1.48173 -0.75837 -0.64970
C -2.33758 -0.19800 -2.85986
C 1.94222 -1.47706 -2.69342
H -2.31625 -0.20161 -3.92943
H 1.91705 -1.48176 -3.77264
C -3.33916 -0.50176 -1.94491
C 2.61655 -2.31036 -1.79454
C -2.76743 -0.31681 -0.67488
C 2.30692 -1.83918 -0.51906
H -4.33274 -0.81422 -2.13361
H 3.24526 -3.14760 -2.03314
H -3.20141 -0.44956 0.32116
H 2.59029 -2.18521 0.46405
H -2.85588 -2.33336 2.91735
C 0.03739 0.56539 4.79899
S 1.17025 -0.00716 3.54781
O 2.38332 0.74296 3.48847
O 1.20613 -1.47177 3.49796
O 0.20147 0.47861 2.34263
H 0.45913 0.38859 5.78844
H -0.90726 0.02243 4.67416
H -0.12595 1.63597 4.62661
```

Its expectation value of S² is 2.004. As for the HOMO energy (alpha / beta): -6.3 / -9.1 eV. As for the spin multiplicity: 3. For the HOMO-LUMO gap (alpha / beta), the calculation gives 6.8 / 9.5 eV. The net charge is 0. For the energy above the lowest of the compared OMol25 structures with the same formula, charge and spin, the calculation gives 0.0 kcal/mol.

Molecular formula: C11H17BN6OPb
Method: DFT, wB97M-V/def2-TZVPD

```
37
Properties=species:S:1:pos:R:3
H -2.42483 -2.14028 1.30374
N -1.64611 -0.52910 0.13215
B -1.00364 0.98796 -1.89271
N -1.80458 -0.17352 -1.19794
C -2.73620 -0.97313 -1.75297
Pb -1.19351 0.57301 2.27170
H -3.04915 -0.82913 -2.77733
C -3.14881 -1.90472 -0.80484
H -3.86920 -2.69063 -0.93443
C -2.41737 -1.62495 0.34962
H -1.62128 1.33222 -2.85218
C 0.99713 -0.39977 2.12714
H 1.45192 -0.22458 3.11423
H 1.41803 0.22249 1.31748
H 0.92163 -1.44427 1.82187
N 0.34755 0.38274 -2.43021
N -0.84458 2.20474 -0.92238
N 1.07687 -0.49615 -1.65701
N -0.56107 2.08752 0.43076
C 0.95644 0.54804 -3.63354
C -0.97524 3.51320 -1.21810
H 0.51403 1.16967 -4.39696
H -1.21119 3.84010 -2.22135
C 2.13028 -0.21493 -3.64062
C -0.76132 4.26966 -0.06844
C 2.16940 -0.82429 -2.36098
C -0.46654 3.34640 0.93822
H 2.85454 -0.31782 -4.42952
H -0.79442 5.33377 0.02790
H 2.93557 -1.47720 -1.96770
H -0.21920 3.54241 1.97649
H 2.98680 -2.04030 3.10958
C 1.95559 -2.99871 4.48915
O 3.04898 -2.89883 3.57858
H 1.44894 -2.04308 4.68361
H 2.31183 -3.40777 5.43854
H 1.22270 -3.70075 4.04845
```

As for the HOMO energy (alpha / beta): -15.1 / -15.1 eV. For the HOMO-LUMO gap (alpha / beta), the calculation gives 4.8 / 4.7 eV. The net charge is +2. For the energy above the lowest of the compared OMol25 structures with the same formula, charge and spin, the calculation gives 17.3 kcal/mol.

Molecular formula: C11H17BN6V
Method: DFT, wB97M-V/def2-TZVPD

```
36
Properties=species:S:1:pos:R:3
C -1.95796 2.11978 -1.51626
N -1.31387 1.21111 -0.72094
N -0.09899 0.83751 -1.36444
C 0.01257 1.64640 -2.45611
C -1.10475 2.47014 -2.57207
B 1.13566 0.08320 -0.67298
N 1.03729 0.20587 0.89056
N -0.13082 0.32726 1.69067
C 0.25587 0.50422 2.99522
C 1.64549 0.64832 3.01503
C 2.08318 0.49338 1.69573
V -1.85267 0.43924 0.92718
N 1.81808 -1.35600 -1.24422
N 1.40432 -2.72300 -1.17187
C 2.39159 -3.47997 -1.68264
C 3.47241 -2.67764 -2.11260
C 3.04389 -1.37306 -1.85188
H 2.34435 -4.56555 -1.77793
H 3.55323 -0.45867 -2.08533
H 4.38832 -3.02465 -2.56521
H 2.06449 0.83321 -0.97394
H 3.07861 0.60327 1.30362
H 0.90122 1.64390 -3.05819
H 2.26469 0.85766 3.87384
H -1.28215 3.23883 -3.31714
H -0.48614 0.54929 3.79266
H -2.94944 2.47123 -1.27021
H -3.03382 0.12709 2.54762
C -3.25316 1.12750 2.10555
H -2.77258 1.94017 2.65294
H -3.15511 1.21317 0.95222
H -4.33735 1.21957 2.20270
C -2.24753 -1.51966 0.47631
H -3.32852 -1.70280 0.39303
H -1.84519 -2.05661 1.34852
H -1.74522 -1.87369 -0.44946
```

Its expectation value of S² is 3.802. As for the HOMO energy (alpha / beta): -15.6 / -16.1 eV. As for the spin multiplicity: 4. For the HOMO-LUMO gap (alpha / beta), the calculation gives 8.5 / 6.1 eV. The net charge is +2. For the energy above the lowest of the compared OMol25 structures with the same formula, charge and spin, the calculation gives 39.1 kcal/mol.